{"formula": "C2H12N2O4", "method": "ωB97M-V/def2-TZVPD", "relative_energy_kj_mol": 18.8, "e_lumo_ev": 0.57, "homo_energy_ev": -9.82, "spin_multiplicity": 1, "homo_lumo_gap_ev": 10.40, "species": ["C", "N", "C", "N", "O", "H", "H", "H", "H", "H", "H", "O", "H", "H", "O", "H", "H", "O", "H", "H"], "positions_angstrom": [[-0.411, -1.039, -2.433], [-0.574, -0.370, -1.130], [0.633, -0.171, -0.455], [0.547, -0.240, 0.927], [1.652, 0.192, -1.029], [-0.325, -2.123, -2.331], [0.498, -0.670, -2.889], [-1.233, -0.764, -3.086], [-1.250, -0.846, -0.545], [1.435, -0.349, 1.398], [-0.246, -0.767, 1.266], [3.471, 0.488, 1.097], [2.925, 0.630, 0.301], [4.066, -0.226, 0.843], [-2.454, -0.541, 1.044], [-2.100, 0.368, 1.048], [-3.210, -0.494, 1.638], [-1.464, 2.065, 1.422], [-1.419, 3.021, 1.299], [-0.540, 1.835, 1.617]], "forces_ev_per_a": [[-0.02, 0.51, 0.08], [1.02, -0.99, 0.13], [-0.55, 0.84, 0.04], [-0.29, -0.17, -0.53], [0.08, -0.30, 0.13], [-0.16, 0.04, -0.04], [0.14, 0.07, -0.04], [-0.19, -0.17, -0.03], [-0.18, 0.19, -0.12], [0.03, 0.10, 0.07], [0.18, -0.04, 0.28], [-0.07, -0.10, 0.03], [0.13, -0.10, -0.11], [-0.02, 0.12, 0.02], [0.05, 0.15, 0.19], [-0.29, 0.04, -0.06], [0.04, -0.13, -0.05], [0.63, 0.32, 0.25], [-0.31, -0.11, -0.11], [-0.21, -0.24, -0.13]], "lowdin_charge": [-0.0728, 0.0188, -0.5814, 0.1556, 0.0247, 0.0849, 0.0724, 0.0760, 0.0788, 0.0843, 0.0788, -0.0799, -0.0029, 0.0404, -0.0750, -0.0043, 0.0556, -0.0574, 0.0604, 0.0430]}